C38H53BClGaN9O3 as an isolated structure, computed with ωB97M-V/def2-TZVPD.

XYZ file:
```
106
Properties=species:S:1:pos:R:3:forces:R:3
C 1.512 -0.710 -2.113 0.05 0.08 -0.23
C 2.306 -0.488 -0.852 0.37 0.15 0.50
O 1.536 -0.734 0.314 -0.16 -0.04 -0.18
B 1.230 0.304 1.182 -0.05 -0.02 -0.09
O 0.212 -0.016 2.053 -0.04 0.24 0.15
Ga 2.129 2.250 1.311 0.02 -0.32 0.35
O 3.232 2.724 -0.131 -0.26 0.16 -0.11
Cl 0.409 3.757 1.039 0.00 0.08 -0.16
H 0.569 -0.157 -2.044 0.14 -0.07 -0.12
H 2.094 -0.283 -2.940 -0.23 -0.11 -0.02
H 1.294 -1.758 -2.339 0.00 0.08 0.18
H 3.210 -1.115 -0.797 -0.19 -0.02 -0.15
H 2.633 0.554 -0.825 0.00 -0.08 -0.16
H -0.213 -0.841 1.791 0.07 -0.17 0.03
H 2.828 2.611 2.699 -0.03 0.08 -0.05
H 3.824 2.001 -0.332 0.25 -0.03 -0.04
N 1.770 -2.541 -4.954 0.14 -0.04 -0.09
C 0.746 -1.716 -5.328 0.00 0.11 -0.01
C -0.381 -2.483 -5.458 0.03 -0.11 -0.06
C -0.015 -3.826 -5.156 -0.10 0.04 0.07
C 1.317 -3.828 -4.839 0.00 0.07 -0.05
H 2.711 -2.246 -4.766 -0.02 0.02 0.05
H 0.894 -0.653 -5.437 -0.04 0.02 0.06
H -1.358 -2.120 -5.727 0.00 0.00 -0.01
H -0.662 -4.688 -5.152 0.00 0.00 0.01
H 1.980 -4.616 -4.529 -0.05 -0.05 -0.02
N 2.673 0.539 -7.548 0.12 -0.18 0.01
C 1.503 0.843 -8.183 -0.02 0.04 0.01
C 1.694 2.018 -8.861 0.07 0.04 0.00
C 3.036 2.433 -8.624 -0.06 -0.03 -0.06
C 3.616 1.493 -7.815 -0.07 0.05 0.01
H 2.820 -0.266 -6.967 -0.04 -0.03 -0.04
H 0.642 0.203 -8.097 -0.01 0.01 0.02
H 0.955 2.526 -9.457 0.00 0.01 0.01
H 3.515 3.321 -8.999 0.00 0.00 0.00
H 4.607 1.428 -7.401 0.00 0.02 0.02
N -2.238 -8.010 -8.465 0.00 -0.01 0.00
C -3.081 -7.010 -8.061 0.01 -0.01 -0.01
C -2.312 -5.984 -7.581 0.05 0.01 0.02
C -0.951 -6.382 -7.698 0.00 0.04 0.00
C -0.939 -7.636 -8.246 -0.04 -0.01 0.00
H -2.529 -8.886 -8.856 0.00 -0.01 0.00
H -4.149 -7.110 -8.150 0.00 0.00 0.00
H -2.679 -5.050 -7.189 0.00 0.00 0.00
H -0.087 -5.808 -7.409 0.00 0.01 0.00
H -0.121 -8.289 -8.496 0.00 0.00 0.00
N -1.798 4.497 3.281 0.11 -0.08 0.25
C -1.834 5.751 3.806 0.00 0.03 0.03
C -3.062 5.941 4.393 -0.02 -0.02 -0.01
C -3.797 4.738 4.216 0.10 0.01 -0.01
C -2.977 3.869 3.532 -0.12 -0.16 -0.08
H -1.004 4.086 2.796 -0.09 0.11 -0.12
H -0.976 6.399 3.737 -0.02 0.03 -0.04
H -3.382 6.827 4.914 -0.01 0.01 -0.02
H -4.796 4.529 4.566 -0.02 0.02 -0.05
H -3.140 2.857 3.196 -0.04 0.04 -0.12
N -3.739 1.303 5.601 0.09 0.02 -0.03
C -5.078 1.102 5.765 0.00 0.02 0.09
C -5.259 -0.176 6.229 0.06 -0.04 0.02
C -3.968 -0.769 6.336 -0.08 0.03 0.12
C -3.052 0.175 5.944 -0.05 0.05 0.03
H -3.321 2.162 5.275 0.01 -0.01 0.03
H -5.787 1.883 5.546 0.00 0.00 -0.01
H -6.207 -0.633 6.463 0.00 -0.02 -0.03
H -3.740 -1.770 6.665 0.02 -0.01 -0.04
H -1.978 0.138 5.885 0.00 0.00 -0.03
N 5.309 -4.186 -2.135 0.00 0.03 0.05
C 4.411 -3.818 -3.096 0.01 0.02 -0.02
C 4.781 -4.425 -4.269 0.05 0.01 0.02
C 5.951 -5.189 -3.998 -0.04 0.03 -0.03
C 6.248 -5.020 -2.672 0.01 0.00 0.01
H 5.279 -3.884 -1.179 -0.01 0.00 0.00
H 3.590 -3.161 -2.856 -0.02 -0.04 0.03
H 4.277 -4.334 -5.218 0.00 -0.02 0.00
H 6.506 -5.792 -4.696 0.00 0.00 0.00
H 7.045 -5.423 -2.071 0.00 0.00 0.00
N -2.947 -0.512 9.709 0.00 0.03 -0.06
C -2.742 -1.354 10.766 -0.07 0.00 0.03
C -1.573 -0.985 11.379 0.03 0.03 -0.03
C -1.049 0.121 10.652 -0.02 -0.03 0.05
C -1.920 0.384 9.626 0.03 -0.05 0.02
H -3.713 -0.553 9.057 0.06 -0.03 -0.06
H -3.440 -2.141 10.995 -0.01 0.00 0.01
H -1.138 -1.458 12.243 0.00 0.00 0.00
H -0.133 0.653 10.849 0.00 0.00 -0.01
H -1.886 1.119 8.842 0.02 -0.03 -0.04
N 1.267 3.464 -2.704 -0.03 0.03 -0.05
C 0.259 3.976 -3.470 0.08 -0.05 0.06
C 0.421 3.514 -4.752 0.01 -0.08 0.04
C 1.576 2.681 -4.753 -0.09 0.05 -0.15
C 2.074 2.681 -3.477 0.00 -0.04 0.17
H 1.401 3.627 -1.717 0.10 -0.08 0.10
H -0.488 4.621 -3.041 0.00 0.00 0.02
H -0.216 3.738 -5.592 0.00 0.01 -0.01
H 1.990 2.159 -5.601 0.03 0.04 -0.02
H 2.928 2.185 -3.046 0.00 0.07 0.03
N -2.005 3.688 9.383 -0.02 0.16 0.02
C -0.879 4.420 9.116 -0.04 -0.02 0.04
C -0.857 4.684 7.773 0.00 -0.04 -0.03
C -2.014 4.083 7.203 0.05 -0.01 -0.02
C -2.701 3.483 8.222 -0.06 -0.02 0.03
H -2.276 3.343 10.286 0.05 -0.05 -0.03
H -0.190 4.687 9.899 0.00 0.00 0.01
H -0.097 5.238 7.248 0.01 -0.01 0.00
H -2.311 4.101 6.166 0.06 0.08 0.07
H -3.623 2.926 8.215 -0.01 -0.02 -0.01
```
Forces are in eV/Å.

Highest occupied orbital energy = -5.5 eV
Net charge = -1
HOMO-LUMO gap = 7.5 eV

Atomic partial charges in e from the Löwdin method, atoms 1 to 6:
1 C -0.074
2 C -0.282
3 O -0.015
4 B -0.661
5 O 0.069
6 Ga 0.157